No. 1
Density functional theory data (ωB97M-V with the def2-TZVPD basis set) for a gas-phase ion, C5H14N2 (charge +1) at a distorted geometry.

Positions of all 21 atoms, in Å:
C -1.206 -0.851 -0.229
C -0.042 0.112 0.141
C 0.236 0.145 1.681
C -0.982 0.535 2.493
N 1.246 -0.213 -0.525
C 1.451 0.420 -1.773
N 0.639 0.014 -2.890
H -0.944 -1.736 0.394
H -2.075 -0.498 0.302
H -1.416 -1.145 -1.283
H -0.277 1.150 -0.191
H 1.180 0.724 1.861
H 0.471 -0.931 1.807
H -1.816 -0.057 2.105
H -0.890 0.142 3.522
H -1.104 1.619 2.533
H 1.514 -1.183 -0.365
H 1.410 1.552 -1.593
H 2.539 0.439 -2.009
H -0.106 0.655 -3.188
H 0.172 -0.890 -2.793

The value obtained for the total energy is -8383.0551 eV. The HOMO-LUMO gap (alpha / beta) comes out at 12.37 / 6.49 eV. The total charge is +1. The calculation puts the energy above the lowest of the compared OMol25 structures with the same formula, charge and spin at 1.355 eV. The multiplicity is 2. The expectation value of S² is 0.76.

---

No. 2
Density functional theory data (ωB97M-V with the def2-TZVPD basis set) for C5H14N2O in the gas phase at a distorted geometry.

Positions of all 22 atoms, in Å:
C 2.652 -0.383 0.022
C 1.554 0.390 -0.616
C 0.169 -0.334 -0.837
N 0.421 -1.639 -1.439
C -0.499 -0.522 0.504
N -1.013 0.758 1.036
C -2.458 0.923 1.163
O -2.878 2.071 0.450
H 2.624 -1.393 -0.409
H 3.679 -0.023 0.093
H 2.496 -0.571 1.097
H 1.801 0.703 -1.636
H 1.296 1.291 -0.046
H -0.348 0.383 -1.481
H 0.871 -1.623 -2.349
H -0.461 -2.139 -1.481
H 0.217 -1.078 1.113
H -1.430 -1.090 0.401
H -0.491 1.175 1.780
H -2.956 0.001 0.872
H -2.687 1.172 2.198
H -2.560 1.930 -0.434

Its SMILES is CC[C@@H](N)CNCO. The value obtained for the total energy is -10438.9262 eV. The HOMO-LUMO gap comes out at 9.95 eV. The total charge is 0. The calculation puts the energy above the lowest of the compared OMol25 structures with the same formula, charge and spin at 2.102 eV.

---

No. 3
Density functional theory data (ωB97M-V with the def2-TZVPD basis set) for 2 unconnected molecules or ions with the total composition C5H14N2O at a distorted geometry.

Positions of all 22 atoms, in Å:
C -2.121 0.989 0.193
N -0.852 0.448 0.662
C -1.019 -0.873 1.257
C -0.190 1.361 1.587
H -1.951 1.946 -0.302
H -2.568 0.305 -0.530
H -2.844 1.144 1.011
H -0.047 -1.274 1.544
H -1.474 -1.549 0.531
H -1.655 -0.851 2.157
H -0.035 2.326 1.101
H -0.773 1.523 2.508
H 0.786 0.956 1.859
C 1.237 -0.968 -2.449
N 1.412 -0.272 -1.184
C 2.436 -0.720 -0.101
O 3.078 -1.712 -0.249
H 2.111 -1.599 -2.615
H 1.129 -0.266 -3.280
H 0.352 -1.610 -2.423
H 0.596 0.227 -0.802
H 2.391 0.469 -0.474

Its SMILES is CN(C)C.CNC=O. The value obtained for the total energy is -10436.0819 eV. The HOMO-LUMO gap comes out at 9.17 eV. The total charge is 0. The calculation puts the energy above the lowest of the compared OMol25 structures with the same formula, charge and spin at 4.946 eV.

---

No. 4
Density functional theory data (ωB97M-V with the def2-TZVPD basis set) for 2 unconnected molecules or ions with the total composition C5H14N2O.

Positions of all 22 atoms, in Å:
H 4.669 -0.047 3.126
N 4.416 -0.175 2.151
C 3.213 -0.569 2.071
N 2.636 -0.921 0.871
C 1.232 -0.604 0.655
H 2.543 -0.711 2.923
H 3.241 -0.683 0.096
H 0.936 -0.963 -0.328
H 0.609 -1.127 1.381
H 1.006 0.464 0.721
C -2.484 -0.475 0.063
C -2.634 0.630 -0.980
C -1.385 0.823 -1.817
O -1.675 1.815 -2.802
H -1.818 -0.161 0.871
H -3.447 -0.712 0.515
H -2.078 -1.386 -0.378
H -2.870 1.579 -0.498
H -3.456 0.403 -1.660
H -1.097 -0.118 -2.296
H -0.554 1.168 -1.194
H -1.003 1.772 -3.487

Its SMILES is [H]/N=C/NC.CCCO. The value obtained for the total energy is -10439.1294 eV. The HOMO-LUMO gap comes out at 9.94 eV. The total charge is 0. The calculation puts the energy above the lowest of the compared OMol25 structures with the same formula, charge and spin at 1.899 eV.

---

No. 5
Density functional theory data (ωB97M-V with the def2-TZVPD basis set) for C5H14N2O in the gas phase at a distorted geometry.

Positions of all 22 atoms, in Å:
C -1.527 -1.537 1.603
C -0.431 -1.557 0.594
N -0.256 -2.879 -0.084
C -0.446 -0.488 -0.602
N -0.068 0.783 -0.025
C 0.360 1.787 -1.029
C 1.391 2.676 -0.370
O 2.736 2.264 -0.606
H -2.386 -1.007 1.249
H -1.331 -1.181 2.589
H -2.011 -2.509 1.839
H 0.538 -1.521 1.111
H -1.093 -3.245 -0.545
H 0.556 -2.839 -0.681
H 0.225 -0.877 -1.341
H -1.521 -0.574 -0.984
H -0.588 1.131 0.760
H -0.473 2.376 -1.418
H 0.755 1.247 -1.946
H 1.400 3.702 -0.765
H 1.252 2.772 0.722
H 2.915 1.476 -0.073

Its SMILES is C[C@@H](N)CNCCO. The value obtained for the total energy is -10438.3588 eV. The HOMO-LUMO gap comes out at 9.42 eV. The total charge is 0. The calculation puts the energy above the lowest of the compared OMol25 structures with the same formula, charge and spin at 2.669 eV.

---

No. 6
Density functional theory data (ωB97M-V with the def2-TZVPD basis set) for C5H14N2O in the gas phase at a distorted geometry.

Positions of all 22 atoms, in Å:
C 2.346 -1.104 -0.282
N 2.013 0.137 0.389
C 0.779 0.153 1.148
C -0.500 0.552 0.370
C -1.784 -0.080 0.961
O -1.526 -1.230 1.804
N -0.312 0.227 -1.051
C -1.123 0.986 -1.963
H 3.095 -1.675 0.285
H 3.040 -0.887 -1.108
H 1.510 -1.649 -0.718
H 1.997 0.850 -0.329
H 0.959 0.878 1.949
H 0.697 -0.827 1.611
H -0.602 1.637 0.269
H -2.296 0.603 1.634
H -2.398 -0.509 0.176
H -1.302 -0.922 2.689
H -0.387 -0.763 -1.240
H -2.155 1.136 -1.623
H -1.203 0.447 -2.904
H -0.847 2.041 -2.067

Its SMILES is CNC[C@H](CO)NC. The value obtained for the total energy is -10438.0955 eV. The HOMO-LUMO gap comes out at 9.35 eV. The total charge is 0. The calculation puts the energy above the lowest of the compared OMol25 structures with the same formula, charge and spin at 2.933 eV.